Entry 1:
The following is a DFT calculation (ωB97M-V/def2-TZVPD) of 5 unconnected molecules or ions with the total composition C42H92N5O3.

Each line ends with the Löwdin spin population.
Geometry (Å):
O1 23.899 -7.429 -17.950  0.363
O2 23.038 -6.776 -19.618  0.482
O3 24.266 -5.425 -18.595  0.191
N1 18.772 -4.612 -21.392  0.000
N2 23.570 1.380 -17.428  0.000
N3 23.094 -11.160 -15.949  0.000
N4 23.710 -6.494 -18.672  -0.031
N5 26.483 -6.176 -12.294  0.000
C1 27.458 -12.263 -15.064  0.000
C2 20.983 -10.065 -15.488  0.000
C3 17.529 -3.814 -20.876  0.000
C4 27.098 -6.484 -14.754  0.000
C5 22.550 0.647 -21.267  0.000
C6 16.316 -4.733 -20.519  0.000
C7 14.888 -4.169 -20.522  0.000
C8 22.807 -12.679 -15.679  0.000
C9 23.723 1.345 -19.033  0.000
C10 26.986 -5.875 -16.253  -0.001
C11 22.306 -10.421 -14.864  0.000
C12 18.671 -4.604 -22.946  0.000
C13 24.625 -1.056 -17.375  0.000
C14 27.942 -6.244 -11.756  0.000
C15 26.389 -5.559 -13.725  0.000
C16 19.016 -6.054 -20.958  0.000
C17 24.596 -10.800 -15.880  0.000
C18 19.235 -5.950 -23.329  0.000
C19 27.183 -6.857 -17.421  0.000
C20 25.473 -11.722 -16.781  0.000
C21 24.786 2.040 -16.787  0.000
C22 21.383 -9.658 -16.908  0.000
C23 14.618 -3.122 -19.419  0.000
C24 22.799 2.763 -15.570  0.000
C25 20.652 -3.880 -19.575  0.000
C26 23.495 -0.091 -16.941  0.000
C27 23.530 -0.480 -21.538  0.000
C28 25.054 -7.796 -11.009  0.000
C29 22.437 1.000 -19.730  0.000
C30 18.805 -6.887 -22.204  0.000
C31 25.834 -7.580 -12.311  0.000
C32 22.417 2.335 -17.018  0.000
C33 25.543 -5.456 -11.247  0.000
C34 22.047 -3.300 -19.358  -0.001
C35 28.598 -4.873 -11.476  0.000
C36 24.274 2.602 -15.422  0.000
C37 29.707 -5.019 -10.373  0.000
C38 24.350 -6.368 -10.884  0.000
C39 24.551 -2.443 -16.747  0.000
C40 20.072 -3.838 -21.074  0.000
C41 22.526 -10.698 -17.279  0.000
C42 27.016 -11.761 -16.517  0.000
H1 16.362 -5.541 -21.249  0.000
H2 26.532 -8.372 -12.581  0.000
H3 22.627 -3.823 -20.118  -0.001
H4 17.742 -7.107 -22.308  0.000
H5 23.492 -1.276 -20.794  0.000
H6 13.613 -2.772 -19.655  0.000
H7 25.669 1.405 -16.705  0.000
H8 21.581 0.510 -21.746  0.000
H9 29.282 -5.500 -9.492  0.000
H10 22.853 1.479 -21.903  0.000
H11 20.006 -6.393 -20.653  0.000
H12 30.053 -4.043 -10.031  0.000
H13 28.237 -7.006 -17.653  0.000
H14 27.309 -11.459 -14.343  0.000
H15 25.955 -5.687 -16.554  -0.001
H16 23.562 -0.175 -15.856  0.000
H17 14.096 -4.894 -20.332  0.000
H18 25.105 -11.596 -17.799  0.000
H19 25.758 -7.914 -10.185  0.000
H20 27.605 -12.415 -17.160  0.000
H21 24.728 3.593 -15.421  0.000
H22 25.228 -12.745 -16.496  0.000
H23 23.281 -10.350 -17.983  0.000
H24 24.494 0.028 -21.571  0.000
H25 21.997 -11.496 -17.800  0.000
H26 28.548 -6.950 -12.323  0.000
H27 24.875 -2.434 -15.706  0.000
H28 21.902 -8.702 -16.980  -0.001
H29 22.575 3.076 -17.801  0.000
H30 25.597 -0.626 -17.136  0.000
H31 16.292 -5.153 -19.514  0.000
H32 19.429 -7.778 -22.272  0.000
H33 14.626 -3.670 -18.477  0.000
H34 25.316 -5.530 -13.913  0.000
H35 24.820 -10.903 -14.818  0.000
H36 17.113 -3.109 -21.596  0.000
H37 18.860 -6.211 -24.319  0.000
H38 24.440 0.588 -19.350  0.000
H39 22.080 2.233 -14.946  0.000
H40 25.143 2.886 -17.373  0.000
H41 28.158 -6.658 -14.572  0.000
H42 23.567 -2.904 -16.829  0.000
H43 26.987 -13.190 -14.735  0.000
H44 22.530 -3.595 -18.426  0.000
H45 24.596 1.953 -14.607  0.000
H46 15.373 -2.339 -19.495  0.000
H47 17.862 -3.308 -19.969  0.000
H48 23.391 -0.928 -22.522  0.000
H49 20.312 -10.918 -15.383  0.000
H50 29.096 -4.524 -12.381  0.000
H51 20.321 -6.000 -23.251  0.000
H52 27.561 -10.825 -16.641  0.000
H53 22.516 -0.453 -17.254  0.000
H54 17.623 -4.569 -23.242  0.000
H55 19.196 -3.804 -23.469  0.000
H56 23.141 -12.836 -14.653  0.000
H57 30.603 -5.489 -10.778  0.000
H58 20.655 -4.902 -19.195  0.000
H59 24.152 2.322 -19.257  0.000
H60 20.862 -4.239 -21.709  0.000
H61 19.944 -2.841 -21.496  0.000
H62 18.414 -6.195 -20.060  0.000
H63 25.134 -4.539 -11.671  0.000
H64 20.518 -9.824 -17.551  0.000
H65 26.575 -7.439 -14.809  0.000
H66 25.256 -3.113 -17.239  0.000
H67 21.739 1.815 -19.537  0.000
H68 22.803 -9.469 -14.681  0.000
H69 19.990 -3.282 -18.948  0.000
H70 23.250 -13.400 -16.367  0.000
H71 14.806 -3.660 -21.483  0.000
H72 20.614 -9.157 -15.013  0.000
H73 23.643 -6.205 -11.697  0.000
H74 26.719 -7.820 -17.204  0.000
H75 24.219 -8.496 -11.006  0.000
H76 26.753 -4.533 -13.762  0.000
H77 24.574 -1.162 -18.458  0.000
H78 28.483 -12.631 -15.032  0.000
H79 21.859 0.167 -19.330  0.000
H80 25.141 -7.604 -13.152  0.000
H81 26.246 -5.177 -10.462  0.000
H82 27.631 -5.034 -16.505  0.000
H83 22.057 -2.227 -19.550  0.000
H84 22.068 -10.901 -13.914  0.000
H85 24.632 -9.753 -16.182  0.000
H86 24.047 -6.100 -9.872  0.000
H87 22.580 3.826 -15.468  0.000
H88 27.936 -4.073 -11.145  0.000
H89 21.734 -12.701 -15.865  0.000
H90 26.702 -6.573 -18.357  0.000
H91 21.454 1.841 -17.152  0.000
H92 27.846 -6.683 -10.763  0.000

The highest occupied orbital energy (alpha / beta) is -0.672 / -0.672 Ha. As for the multiplicity: 2. As for the net charge: +4. The calculation puts the total energy at -58595.9049 eV. As for the frontier orbital gap (alpha / beta): 9.718 / 5.532 eV.

Entry 2:
The following is a DFT calculation (ωB97M-V/def2-TZVPD) of a single H7N4OP molecule.

Each line ends with the Mulliken charge.
Geometry (Å):
P1 0.078 -0.682 0.881  0.228
O1 0.375 0.432 2.004  -0.483
N1 0.982 0.109 -0.576  -0.284
N2 2.385 0.206 -0.449  -0.589
N3 -1.462 -0.084 0.350  -0.175
N4 -1.770 -0.233 -1.029  -0.512
H1 0.070 1.308 1.738  0.358
H2 -2.208 -0.420 0.962  0.231
H3 2.835 -0.686 -0.219  0.238
H4 0.744 -0.398 -1.420  0.301
H5 2.572 0.851 0.320  0.261
H6 -2.220 0.621 -1.348  0.207
H7 -2.382 -1.023 -1.213  0.220

The highest occupied orbital energy is -0.296 Ha. Its SMILES is NNP(O)NN. The calculation puts the total energy at -17409.0799 eV. As for the frontier orbital gap: 9.072 eV.

Entry 3:
The following is a DFT calculation (ωB97M-V/def2-TZVPD) of a molecular structure, C35H38FN2OPPdSi.

Each line ends with the Mulliken charge.
Geometry (Å):
Pd1 -0.174 0.765 -0.111  -0.212
P1 1.240 -0.823 -0.648  2.069
Si1 -1.191 -2.524 1.657  -0.303
F1 -2.128 1.247 1.971  -0.400
O1 -1.558 2.436 -0.136  -0.652
N1 -1.310 -0.963 0.917  0.404
N2 -2.302 4.492 0.238  0.357
C1 -0.660 3.573 1.796  -1.346
C2 -2.641 -0.627 0.730  0.293
C3 1.915 4.015 -2.087  -1.135
C4 0.461 -2.797 2.513  -1.094
C5 -3.083 0.576 1.286  0.871
C6 1.058 3.265 -1.243  0.138
C7 2.064 1.263 -2.039  -0.401
C8 4.500 -0.457 2.587  -0.640
C9 1.755 -3.593 -0.685  -0.215
C10 -2.326 5.731 0.998  -0.960
C11 -4.350 1.089 1.201  -0.631
C12 -0.147 -4.032 -2.666  -0.889
C13 4.816 -1.039 1.366  -0.805
C14 2.171 -0.144 -2.031  0.544
C15 -3.051 4.381 -1.010  -0.895
C16 3.201 -0.048 2.842  -1.104
C17 -4.953 -0.888 -0.003  -1.007
C18 -1.523 3.453 0.574  0.511
C19 -2.463 -2.641 3.041  -1.188
C20 2.216 -0.215 1.880  -0.395
C21 2.807 3.406 -2.916  -0.979
C22 3.766 1.285 -3.778  -0.848
C23 1.585 -4.864 -1.221  -0.931
C24 0.645 -5.082 -2.215  -0.534
C25 -5.318 0.337 0.536  -0.701
C26 1.087 1.887 -1.190  -0.259
C27 -1.493 -4.076 0.625  -0.886
C28 2.895 1.997 -2.914  0.774
C29 0.982 -2.538 -1.154  1.371
C30 0.015 -2.766 -2.131  -0.652
C31 2.989 -0.817 -2.896  -0.359
C32 3.800 -0.082 -3.787  -0.968
C33 3.837 -1.188 0.397  -0.333
C34 2.529 -0.777 0.646  0.284
C35 -3.649 -1.360 0.088  -0.309
H1 -2.374 4.215 -1.849  0.277
H2 4.105 -1.600 -0.569  0.479
H3 -3.740 3.538 -0.968  0.283
H4 -1.271 3.433 2.689  0.390
H5 3.439 3.981 -3.583  0.377
H6 -0.894 -4.203 -3.430  0.410
H7 1.187 0.042 2.099  0.695
H8 0.523 -6.071 -2.636  0.383
H9 5.828 -1.367 1.164  0.430
H10 -6.331 0.705 0.445  0.394
H11 -3.188 6.313 0.684  0.322
H12 -2.282 -1.880 3.805  0.263
H13 4.458 -0.606 -4.467  0.425
H14 -3.394 -2.308 -0.369  0.311
H15 0.364 3.837 -0.651  0.306
H16 0.632 -2.038 3.278  0.235
H17 -3.486 -2.512 2.679  0.338
H18 -4.577 2.041 1.666  0.510
H19 1.835 5.096 -2.080  0.447
H20 5.269 -0.322 3.337  0.400
H21 -5.697 -1.494 -0.506  0.419
H22 2.497 -3.432 0.085  0.317
H23 2.191 -5.684 -0.856  0.414
H24 -1.428 6.331 0.835  0.289
H25 0.097 2.794 1.775  0.176
H26 -1.402 -4.946 1.283  0.455
H27 0.431 -3.773 3.004  0.485
H28 -2.402 -3.623 3.519  0.377
H29 1.322 -2.795 1.852  0.350
H30 -2.498 -4.098 0.201  0.423
H31 -3.608 5.301 -1.167  0.351
H32 3.029 -1.901 -2.891  0.461
H33 -0.787 -4.207 -0.193  0.184
H34 -2.427 5.534 2.064  0.352
H35 -0.171 4.545 1.852  0.468
H36 2.948 0.397 3.796  0.468
H37 4.394 1.851 -4.456  0.381
H38 -0.609 -1.949 -2.474  0.371

The highest occupied orbital energy is -0.250 Ha. The calculation puts the total energy at -65305.0906 eV. As for the frontier orbital gap: 7.229 eV.

Entry 4:
The following is a DFT calculation (ωB97M-V/def2-TZVPD) of 12 unconnected molecules or ions with the total composition C6H32O12.

Each line ends with the Mulliken charge.
Geometry (Å):
O1 -2.746 3.185 -2.368  -0.652
O2 2.157 -4.423 -1.565  -0.703
O3 2.906 0.688 -0.884  -0.499
O4 -3.227 3.963 1.502  -0.617
O5 -0.823 2.288 -0.805  -0.550
O6 -0.413 1.166 -3.718  -0.613
O7 0.399 1.774 1.670  -0.423
O8 2.106 3.604 0.936  -0.513
O9 4.058 -2.149 -1.182  -0.762
O10 2.422 -3.469 2.721  -0.637
O11 1.642 -1.437 -1.505  -0.333
O12 3.609 -1.078 1.336  -0.641
C1 0.280 -1.333 -1.400  -0.311
C2 -3.952 -1.353 1.959  -1.107
C3 -1.512 -0.624 0.250  -0.184
C4 -0.178 -1.010 -0.179  -0.002
C5 -2.575 -1.389 -0.037  -0.668
C6 -3.951 -1.014 0.497  -0.465
H1 -1.107 0.511 -3.783  0.304
H2 1.508 -4.385 -2.284  0.358
H3 1.796 -3.043 3.325  0.305
H4 -0.823 1.570 -0.161  0.136
H5 -4.730 -0.896 2.587  0.349
H6 -0.268 -1.529 -2.314  0.476
H7 3.627 -1.811 -1.978  0.352
H8 0.513 -0.551 0.544  -0.034
H9 -1.554 0.248 0.947  0.670
H10 3.683 -3.046 -1.215  0.376
H11 -2.051 2.666 -1.918  0.458
H12 -4.347 -0.024 0.238  0.354
H13 -4.090 -2.420 2.180  0.321
H14 4.272 -1.039 2.035  0.294
H15 -2.465 -2.354 -0.504  0.437
H16 -3.098 3.863 -1.781  0.255
H17 0.064 2.666 -0.774  0.198
H18 -4.628 -1.806 -0.015  0.230
H19 2.668 1.370 -1.518  0.234
H20 1.005 1.587 2.394  0.200
H21 -0.024 2.618 1.851  0.224
H22 -3.039 4.324 0.635  0.302
H23 -0.258 1.530 -2.842  0.294
H24 3.004 3.850 0.655  0.277
H25 -3.027 -1.155 2.510  0.281
H26 1.861 -3.568 -1.178  0.301
H27 1.883 4.411 1.422  0.271
H28 2.131 -1.024 -0.755  0.192
H29 2.584 -2.707 2.140  0.340
H30 3.295 1.115 -0.113  0.244
H31 -2.649 3.254 1.788  0.309
H32 4.061 -1.615 0.654  0.373

The highest occupied orbital energy is -0.301 Ha. Its SMILES is CC/C=C/C=C/O.O.O.O.O.O.O.O.O.O.O.O. The calculation puts the total energy at -31308.9886 eV. As for the frontier orbital gap: 7.688 eV.